w) C9H36O9 as an isolated structure, computed with wB97M-V/def2-TZVPD.

The geometry in XYZ format:
```
54
Properties=species:S:1:pos:R:3
C 1.8426 -2.4641 -0.6036
O 3.1553 -2.6327 -1.1320
H 1.8546 -1.9965 0.3809
H 1.3323 -1.7958 -1.2973
H 1.3092 -3.4145 -0.6206
H 3.1176 -3.3838 -1.7286
C -0.4984 -0.2027 0.0738
O -1.1817 -0.7514 -1.0020
H -0.1495 0.7930 -0.2001
H -1.1131 -0.2096 0.9739
H 0.3661 -0.8295 0.2928
H -0.5748 -0.9503 -1.7188
C 1.1039 -1.2298 3.1822
O -0.0575 -0.5050 2.7049
H 1.6399 -0.6590 3.9406
H 0.9274 -2.2203 3.6014
H 1.7475 -1.5473 2.3618
H 0.2496 0.2669 2.2239
C -1.9583 1.3662 -3.0174
O -2.7105 2.0068 -2.0394
H -2.5541 0.5857 -3.4905
H -1.6618 2.0698 -3.7953
H -1.0713 1.0612 -2.4621
H -2.8474 1.3202 -1.3825
C -1.7766 1.7655 2.2368
O -2.8933 1.8418 1.4290
H -1.3721 0.7553 2.3000
H -1.0040 2.3537 1.7417
H -2.0249 2.0868 3.2483
H -3.3382 0.9922 1.4732
C -0.4627 -2.9661 -2.5237
C -0.1467 -1.8074 -3.4621
O 0.0288 -0.6161 -2.7346
H -0.5706 -3.8530 -3.1481
H -1.4704 -2.8767 -2.1178
H 0.1637 -3.0741 -1.6382
H -0.9449 -1.6576 -4.1891
H 0.7571 -1.9851 -4.0449
H 0.0308 0.0996 -3.3744
C 2.7743 2.0470 2.6934
C 1.2846 1.9889 2.6643
O 0.8977 1.0574 1.6606
H 3.1451 1.0643 2.9848
H 2.9965 2.6927 3.5430
H 3.3146 2.3641 1.8015
H 0.8012 2.9553 2.5210
H 0.8302 1.6323 3.5887
H 1.1605 1.4125 0.8083
O 1.5418 1.9599 0.0135
H 1.9195 2.8217 -0.1622
H 1.0824 1.7300 -0.7942
O -3.0833 0.4462 -0.8602
H -3.6013 0.2042 -0.0925
H -2.3077 -0.1127 -0.8123
```

Properties
multiplicity	1
LUMO	-0.1	eV

***

x) A 9-piece molecular cluster, C9H36O9 overall, computed with wB97M-V/def2-TZVPD.

The geometry in XYZ format:
```
54
Properties=species:S:1:pos:R:3
C -12.4238 4.1297 13.6513
O -12.7667 5.5222 13.2964
H -12.2921 3.7656 12.6397
H -13.1920 3.7516 14.2887
H -11.3428 4.1273 13.9826
H -13.7074 5.7390 13.0176
C -13.0754 0.6833 12.7236
O -12.3824 0.9393 11.4317
H -13.6046 -0.2492 12.3357
H -13.8923 1.4286 12.9501
H -12.1933 0.6737 13.3946
H -12.4908 0.2496 10.8826
C -17.6015 -0.6328 11.6990
O -18.0056 -0.9925 10.3716
H -17.8598 -1.4918 12.3225
H -18.0989 0.2607 12.1222
H -16.4797 -0.4956 11.6424
H -17.3118 -0.4746 9.8050
C -16.4249 4.0623 12.3560
O -15.5585 5.0994 12.5888
H -16.7742 3.8114 11.1977
H -17.6054 4.4802 12.7442
H -16.0851 3.1427 12.7290
H -15.9660 5.9687 12.8960
C -15.5426 0.2996 8.5792
O -16.8635 0.5232 8.4920
H -14.9486 0.7257 9.4286
H -15.2486 0.8161 7.6045
H -15.1271 -0.7849 8.5880
H -16.7513 1.3884 8.4246
C -11.9215 -1.1819 8.1922
O -12.2015 -1.6120 9.5575
H -11.9630 -1.9939 7.5718
H -10.9607 -0.5086 8.1434
H -12.7896 -0.5678 8.1282
H -12.7638 -2.5089 9.4656
C -9.0544 1.3263 10.6446
O -9.9001 2.0267 11.5015
H -9.5564 0.4081 10.4698
H -7.9619 1.4429 11.0309
H -8.9926 1.8132 9.6182
H -10.8107 1.7055 11.5405
C -13.2388 -1.9417 15.3652
O -13.3094 -0.5746 15.8093
H -12.3297 -2.2602 15.2800
H -13.6219 -2.2361 14.3364
H -13.7485 -2.6263 16.1512
H -12.4191 -0.1008 15.9780
C -10.5185 -2.3218 12.4795
O -9.2622 -2.7686 12.7279
H -10.3991 -2.0685 11.4525
H -10.7683 -1.5212 13.0705
H -11.3313 -3.2582 12.5362
H -8.9907 -2.8026 11.8609
```

Properties
multiplicity	1
SMILES string	CO.CO.CO.CO.CO.CO.CO.CO.CO
LUMO	0.1	eV

***

Which of them is the least stable? Correct choice: w).

***

w) A 9-piece molecular cluster, C9H36O9 overall, computed with wB97M-V/def2-TZVPD.

The geometry in XYZ format:
```
54
Properties=species:S:1:pos:R:3
C 24.4880 5.5590 25.9830
O 24.0040 4.4100 26.6000
H 24.1490 5.7180 24.9960
H 25.4410 5.4270 25.8180
H 24.2290 6.4300 26.6240
H 24.5930 3.6700 26.4150
C 28.0850 7.6850 27.1260
O 28.8100 8.0140 25.9760
H 28.8570 7.3940 27.7800
H 27.2620 6.9980 26.8360
H 27.5510 8.4610 27.7110
H 29.2750 8.7890 26.2520
C 25.9870 8.2350 23.8140
O 24.5950 8.0040 24.0750
H 26.5040 7.4450 24.4360
H 26.2730 9.1110 24.2190
H 26.2030 8.0590 22.6530
H 24.1570 8.7250 23.6940
C 24.5130 9.1320 28.5900
O 25.3480 10.2510 28.8820
H 23.5160 9.6490 28.6210
H 24.4360 8.3530 29.4360
H 24.6980 8.8650 27.5440
H 25.2210 10.7680 28.0320
C 29.7530 5.8190 23.2510
O 30.4920 6.6560 24.1970
H 30.3090 5.8820 22.3600
H 28.6280 5.8890 23.4040
H 29.8320 4.8850 23.4600
H 30.0550 7.2100 24.9850
C 28.4460 4.0750 27.7000
O 27.7860 2.8000 27.4900
H 28.9570 4.5510 26.8870
H 29.3470 4.1290 28.4390
H 27.8700 4.7730 28.1300
H 27.5700 2.7180 26.4570
C 30.6550 10.2930 29.3050
O 29.9680 9.1020 29.6580
H 30.2940 11.2480 29.9150
H 30.7540 10.5960 28.2310
H 31.7280 10.1890 29.8360
H 29.1150 9.3240 30.0670
C 29.2020 11.0670 24.4230
O 29.5660 10.7520 25.7810
H 28.8310 10.1510 24.0270
H 30.0750 11.2400 24.0310
H 28.5730 11.8580 24.3690
H 28.9670 11.1180 26.2320
C 32.7010 8.6520 26.3430
O 33.8080 8.1440 25.6310
H 31.8190 8.5830 25.7680
H 32.7890 9.6360 26.9590
H 32.7050 7.6360 26.9480
H 34.5210 7.8830 26.2740
```

Properties
multiplicity	1
SMILES string	CO.CO.CO.CO.CO.CO.CO.CO.CO
LUMO	0.0	eV

***

x) A 9-piece molecular cluster, C9H36O9 overall, computed with wB97M-V/def2-TZVPD.

The geometry in XYZ format:
```
54
Properties=species:S:1:pos:R:3
C -17.6607 -6.0986 20.2654
O -17.8554 -6.2482 18.8628
H -17.0545 -6.9244 20.6435
H -17.1647 -5.1552 20.4826
H -18.6158 -6.0631 20.7975
H -18.3850 -7.0337 18.7020
C -15.0022 -2.0239 20.6497
O -15.9915 -2.2550 19.6447
H -14.7121 -0.9787 20.6182
H -15.4019 -2.2550 21.6442
H -14.1654 -2.7034 20.4831
H -15.9401 -3.1709 19.3519
C -15.2341 2.4277 20.3950
O -14.0047 2.3619 19.6774
H -15.2500 3.3663 20.9387
H -16.0999 2.3797 19.7240
H -15.3408 1.5952 21.1013
H -14.0112 1.5504 19.1541
C -13.5313 -6.2795 21.3833
O -12.5964 -6.1171 22.4344
H -14.5366 -6.2598 21.8027
H -13.4458 -5.4731 20.6483
H -13.4254 -7.2441 20.8746
H -11.7256 -5.9709 22.0556
C -16.5474 -3.8996 16.9296
O -15.7532 -4.9286 17.5162
H -15.8974 -3.0621 16.6961
H -17.0427 -4.1982 15.9989
H -17.3303 -3.6034 17.6347
H -16.3649 -5.6162 17.8131
C -13.2535 -2.5859 23.7527
O -11.9372 -2.5795 23.2004
H -13.7578 -3.4555 23.3380
H -13.2518 -2.6488 24.8435
H -13.7817 -1.6730 23.4646
H -11.6119 -1.6761 23.1928
C -11.3318 -2.4656 19.7655
O -10.2214 -1.7644 19.2330
H -11.0308 -3.2824 20.4316
H -11.9868 -1.8066 20.3415
H -11.9047 -2.8882 18.9429
H -9.8239 -1.2598 19.9469
C -13.5939 -1.0825 17.1544
O -14.1155 -0.0644 18.0282
H -13.8756 -0.8513 16.1247
H -12.5106 -1.0834 17.2264
H -13.9922 -2.0611 17.4278
H -15.0162 0.0948 17.7294
C -18.5285 -2.5887 22.0670
O -19.7512 -1.8586 22.1146
H -18.6922 -3.6583 22.2053
H -18.0037 -2.4024 21.1221
H -17.8827 -2.1718 22.8373
H -20.3590 -2.2698 21.4950
```

Properties
multiplicity	1
SMILES string	CO.CO.CO.CO.CO.CO.CO.CO.CO
LUMO	0.3	eV

***

y) C9H36O9 as an isolated structure, computed with wB97M-V/def2-TZVPD.

The geometry in XYZ format:
```
54
Properties=species:S:1:pos:R:3
C -1.5503 2.8299 -0.6214
O -2.8148 2.2934 -0.2629
H -0.8768 1.9734 -0.6481
H -1.6372 3.3008 -1.6006
H -1.2206 3.5165 0.1584
H -3.4863 2.9773 -0.3177
C 0.0934 -0.4561 0.1757
O 0.0010 0.8548 0.6341
H -0.4603 -1.1058 0.8535
H -0.2217 -0.5682 -0.8618
H 1.1311 -0.7804 0.2533
H 0.6475 1.3878 0.1655
C -0.0005 3.0117 2.3927
O -1.1559 3.3324 3.1202
H 0.1775 1.9398 2.3060
H -0.0105 3.4180 1.3813
H 0.8799 3.3792 2.9199
H -1.9191 3.0570 2.6071
C 0.5620 -1.3738 -2.5586
O -0.0414 -0.1527 -2.9438
H 0.9031 -1.9011 -3.4494
H 1.4761 -1.1982 -1.9913
H -0.1470 -1.9491 -1.9633
H 0.6057 0.3769 -3.4154
C -1.2016 -1.9220 2.7818
O -2.1122 -2.7738 3.3978
H -0.2110 -2.1961 3.1448
H -1.2883 -2.1198 1.7134
H -1.2752 -0.8409 2.8993
H -2.9578 -2.3912 3.1526
C 3.2678 -1.4756 0.6244
O 4.4269 -1.4261 -0.1058
H 3.3691 -1.1398 1.6564
H 2.4723 -0.8436 0.2298
H 2.8905 -2.4982 0.6250
H 5.0131 -2.1112 0.2239
C 1.7971 1.3503 -1.4933
O 1.4552 1.9434 -0.2955
H 2.7425 1.7655 -1.8425
H 1.8078 0.2623 -1.4283
H 1.0412 1.6462 -2.2206
H 1.7704 2.8465 -0.2139
C -1.9912 0.5293 -2.1282
O -3.2317 1.1826 -1.9531
H -2.1929 -0.2351 -2.8786
H -1.1564 1.1707 -2.4106
H -1.6291 0.0260 -1.2317
H -3.1897 1.6079 -1.0934
C -0.4085 -3.5900 0.4878
O 0.6864 -2.8010 0.9003
H -1.2573 -3.4829 1.1632
H -0.8194 -3.2448 -0.4610
H -0.0385 -4.5923 0.2723
H 1.2856 -2.8096 0.1503
```

Properties
multiplicity	1
LUMO	0.1	eV

***

z) A 9-piece molecular cluster, C9H36O9 overall, computed with wB97M-V/def2-TZVPD.

The geometry in XYZ format:
```
54
Properties=species:S:1:pos:R:3
C 3.3893 -1.1363 -0.6607
O 4.1517 -2.1946 -0.1179
H 3.4585 -0.2712 0.0132
H 3.7200 -0.7523 -1.6318
H 2.3377 -1.4092 -0.7178
H 5.0259 -1.8536 0.0879
C -1.2058 -3.6180 -1.7871
O -2.4332 -4.2288 -1.4576
H -0.4334 -3.8671 -1.0533
H -0.9165 -3.9361 -2.7891
H -1.2613 -2.5228 -1.8724
H -2.7295 -3.8891 -0.6076
C -3.2455 0.4406 -2.0678
O -4.6171 0.8142 -1.9714
H -3.0170 -0.0609 -1.1342
H -2.9764 -0.1113 -2.9723
H -2.6461 1.3591 -2.1101
H -5.0075 0.8255 -2.8490
C 2.4660 -1.8240 2.6565
O 2.8849 -0.6537 3.3398
H 3.3000 -2.5216 2.5633
H 1.6772 -2.3146 3.2216
H 2.0704 -1.5639 1.6726
H 3.6884 -0.3025 2.9544
C 0.6125 0.2618 -3.1997
O 0.2123 1.5130 -2.6176
H 1.5462 -0.0547 -2.7378
H -0.1050 -0.5418 -3.0186
H 0.7870 0.3533 -4.2715
H -0.5266 1.7604 -3.1930
C 0.8312 2.2320 2.6614
O -0.2915 3.0034 2.2159
H 1.2669 2.6899 3.5440
H 0.4533 1.2530 2.9912
H 1.5251 2.0550 1.8383
H -0.5652 2.5360 1.4045
C -1.1726 -1.9362 3.7268
O -2.3806 -1.5369 3.1054
H -1.2505 -1.8955 4.8200
H -0.9211 -2.9405 3.3952
H -0.3738 -1.2128 3.5148
H -2.8462 -0.8900 3.6380
C -0.2167 4.8589 -1.5399
O 0.8554 3.9874 -1.2587
H -1.1870 4.3911 -1.7327
H -0.3253 5.5448 -0.7048
H 0.0442 5.4441 -2.4315
H 0.8940 3.2341 -1.8561
C -0.7974 -0.0387 0.3681
O -0.8738 1.3304 -0.0135
H -1.4597 -0.1966 1.2205
H -1.1015 -0.7537 -0.3972
H 0.2102 -0.2426 0.7463
H -0.5248 1.3836 -0.9274
```

Properties
multiplicity	1
SMILES string	CO.CO.CO.CO.CO.CO.CO.CO.CO
LUMO	0.2	eV

***

Which of them is the least stable? Correct choice: y).